An isolated ion of composition C6H9N2O and charge +1, computed with the ωB97M-V functional and the def2-TZVPD basis.

## Properties
Frontier orbital gap   9.414 eV
Net charge   +1
ΔE to the lowest compared entry with this formula, charge and spin   516.98 kJ/mol
SMILES string   C[C@@H](O)/N=C/C=[N+]1C=C1
HOMO energy   -14.027 eV
2S+1   1

```
18
Properties=species:S:1:pos:R:3:forces:R:3
C 0.1005 1.6147 -0.4244 1.596 0.694 2.296
H -1.6168 -2.0190 -1.4306 -0.201 0.419 1.391
H 1.4938 -0.6065 2.4522 -0.724 -1.541 -0.758
H -0.0017 -0.1586 -3.2227 0.200 -0.209 0.476
N 0.1468 0.4074 -0.1610 -0.062 -2.294 -1.445
C -1.4359 -1.2816 -0.5857 -0.793 -0.605 -2.527
C 1.9429 1.4999 2.7719 3.113 1.605 4.592
N 1.1980 1.7387 1.7248 -2.232 -0.015 -4.088
C 1.5675 0.4073 2.2170 0.151 1.385 0.751
H 2.3977 2.1269 3.5692 -0.282 -0.753 -0.780
H -2.3931 -0.6624 -0.5276 1.661 -0.350 -0.118
C 0.7278 2.3424 0.7155 -0.422 2.977 -1.993
H 0.6597 -1.2284 -1.1970 0.627 -0.643 -0.533
O -0.6010 0.0089 -2.4829 0.774 -0.494 2.084
C -0.1683 -0.5619 -1.1609 -3.260 0.972 -0.526
H 0.8648 3.4451 0.4102 0.119 -1.468 1.837
H -0.0640 2.0933 -1.3584 -0.491 0.382 -0.688
H -1.2790 -1.7875 0.3590 0.228 -0.059 0.031
```
Forces are in eV/Å.

Atomic partial charges in e from the Löwdin method, atoms 1 to 5:
1 C -0.08
2 H 0.10
3 H 0.13
4 H 0.10
5 N 0.08

***

C16H17F6IN2NiO as an isolated structure, computed with the ωB97M-V functional and the def2-TZVPD basis.

## Properties
Frontier orbital gap (alpha / beta)   6.940 / 6.815 eV
Net charge   0
ΔE to the lowest compared entry with this formula, charge and spin   198.05 kJ/mol
Expectation value of S²   2.007
HOMO energy (alpha / beta)   -8.019 / -7.993 eV
2S+1   3

```
44
Properties=species:S:1:pos:R:3:forces:R:3
H 1.0247 3.4054 -0.3920 -0.108 -0.368 -0.142
H 0.3852 -4.1702 -3.0295 0.113 0.249 0.170
H -1.1388 -1.9627 1.7463 0.047 0.038 0.255
F 2.5914 -0.7354 2.5096 -0.516 -0.425 -0.074
H 2.5748 -3.3989 -2.0208 -0.057 -0.091 -0.028
C -1.4872 -0.0649 -1.9199 -0.785 1.754 0.564
F 0.1717 -0.1586 4.9129 0.090 0.832 -0.607
C -0.5713 -2.2990 -2.5981 0.174 0.957 0.412
C 2.5216 1.6653 0.0351 1.344 1.299 1.312
C -2.7877 -0.3263 -2.3564 0.701 -0.072 0.161
H -2.9523 -1.2454 -2.8976 -0.321 0.106 -0.023
N 0.8114 -0.5825 -1.6027 -0.421 -0.997 -0.325
H -1.5475 -2.5664 -2.9762 0.180 -0.242 -0.006
N -1.1753 1.0950 -1.2680 -1.081 -0.457 -0.036
C 1.3931 -1.3778 2.4977 -0.877 0.172 0.306
H -4.2438 2.4247 -1.0686 -0.075 0.031 0.024
C -2.1701 1.9391 -0.9345 0.424 -0.594 -0.459
C 1.8365 -1.4521 -1.5659 -0.840 0.068 -0.365
C -3.4840 1.7080 -1.3380 0.068 -0.009 0.065
C 1.4762 2.8059 0.4084 1.718 1.112 1.489
H 2.6598 1.0048 0.8882 -0.164 -0.017 -0.117
C -0.3946 -1.0087 -2.0673 1.466 -0.863 -0.116
H 2.1815 3.5483 0.8102 -0.473 0.052 0.031
C 0.5021 -3.1718 -2.6077 0.092 0.024 -0.008
O 0.0980 0.2930 1.3390 0.373 1.315 -1.701
I 1.1493 2.7305 -3.0110 0.229 0.557 -1.466
H -1.0834 -1.8399 3.5430 -0.230 -0.126 -0.026
H -1.9925 -0.6448 2.5487 0.154 -0.110 0.134
C 0.1611 0.5640 3.7474 -0.186 -0.811 -0.505
C -3.8009 0.5726 -2.0819 0.416 0.295 0.178
H 0.7972 2.5785 1.2260 -0.095 -0.470 -0.206
H -4.8039 0.3806 -2.4426 0.020 0.108 0.119
F 1.2224 1.4106 3.7663 -0.607 -0.403 0.084
H -1.8855 2.8117 -0.3361 -0.147 -0.340 -0.358
F 1.3745 -2.1731 1.3813 0.267 0.441 0.687
H 3.4476 2.2022 -0.1727 -0.001 -0.278 -0.135
F -0.9686 1.3283 3.7606 0.808 -0.312 0.146
F 1.3597 -2.2141 3.5777 0.411 0.398 -0.775
H 2.4295 1.0538 -0.8919 0.762 -0.098 0.082
C 0.1215 -0.3906 2.4425 0.696 -0.526 1.282
C 1.7116 -2.7510 -2.0669 0.192 0.427 0.218
Ni 0.8298 1.3820 -0.9827 -3.274 -2.284 0.058
H 2.7612 -1.0852 -1.1199 -0.196 -0.195 -0.190
C -1.1064 -1.2848 2.6078 -0.289 -0.147 -0.109
```
Forces are in eV/Å.

Atomic partial charges in e from the Löwdin method, atoms 1 to 5:
1 H 0.00
2 H 0.12
3 H 0.09
4 F 0.12
5 H 0.11

***

C32H72LiN3O9P2 as an isolated structure, computed with the ωB97M-V functional and the def2-TZVPD basis.

## Properties
Frontier orbital gap   4.311 eV
Net charge   0
ΔE to the lowest compared entry with this formula, charge and spin   889.41 kJ/mol
HOMO energy   -5.177 eV
2S+1   1

```
119
Properties=species:S:1:pos:R:3:forces:R:3
H -5.1864 7.5067 -8.1763 0.210 0.047 0.006
C 3.9854 -7.0512 3.5211 0.912 -0.131 0.702
H 9.1605 -7.6295 0.9864 -0.462 -0.111 -0.064
N -3.8690 -3.6106 -4.3783 0.082 2.446 0.453
C -6.3555 5.2964 -4.2007 2.627 -0.102 -0.541
H -1.6065 6.3097 -3.3076 -0.432 -0.125 0.407
C -1.8431 7.2961 -3.7063 -0.057 -1.132 0.762
C -7.7082 8.7692 -0.7400 -0.723 2.303 -0.337
H -1.1858 9.9726 -4.4198 -0.575 -0.008 0.267
H 2.4433 -3.2495 2.6200 -0.370 0.014 0.385
C 5.5684 -9.2093 4.7592 -0.710 0.402 -0.780
H 3.9424 -4.9004 3.8872 -0.137 0.028 0.132
O -3.5125 -4.6788 -3.9727 1.003 -3.078 1.146
O -1.0875 2.1654 -4.2122 -2.252 1.673 0.741
O -3.5693 -2.5642 -3.7687 0.796 1.329 1.546
H -7.5497 7.1751 -7.7599 -0.330 0.237 0.152
H 5.5132 -9.9371 3.9497 -0.343 0.273 -0.439
H 6.5185 -8.0210 1.9736 -0.325 0.055 -0.060
C -5.6631 3.6391 -6.1518 -0.334 -0.952 -0.032
H -2.0652 7.0201 -4.7372 0.027 0.700 -0.316
O 0.7255 1.9878 -5.2438 3.009 1.674 -2.842
H -4.2007 5.7128 -4.8305 -0.314 0.505 -0.693
H 0.4587 9.7858 -4.3364 0.383 -0.274 -0.258
H -5.4973 7.3257 -1.3461 0.533 0.092 0.148
H 6.1023 -5.4662 4.9382 0.309 0.279 -0.075
H 0.2901 7.4675 -3.4750 0.031 -0.424 -0.943
H 3.5925 -10.6967 8.1066 -0.331 -0.123 0.144
H 2.5746 -11.5274 6.8995 0.165 0.592 -0.641
H 6.1232 -8.1030 7.9018 0.054 -0.208 -0.063
H -0.5057 8.9546 -5.5830 0.345 -0.672 0.124
H 4.5480 -6.6788 9.0766 -0.289 0.114 0.276
C -7.2619 8.1473 -2.0784 -0.308 -1.110 1.256
H -4.7688 9.8212 -4.4829 0.190 0.157 -0.304
H -6.7604 5.2765 -3.1889 -0.426 -0.015 -0.261
H -7.1360 8.9280 -7.7085 -0.518 0.046 0.304
C 5.6241 -6.5814 9.2203 -2.063 0.671 3.044
C 2.2332 -5.4247 2.6830 -0.836 1.012 0.755
H -0.4395 8.4607 -2.4958 -0.896 0.624 0.197
C -0.4347 9.1892 -4.5210 0.158 2.247 -0.378
H 5.6375 -10.7910 6.9095 -0.014 0.102 0.197
H -6.5234 10.6722 -0.4301 0.133 0.122 -0.779
H -2.8941 7.7529 -1.8727 -0.357 -0.450 0.055
H 7.3213 -6.8458 8.0335 0.140 0.116 -0.379
C -5.1179 8.8771 -4.9009 0.188 -1.517 0.782
C -5.7200 8.0903 -2.0903 -0.693 -0.009 -0.044
H -7.6161 7.1267 -1.9334 0.146 -0.333 -0.558
H -7.1968 3.4840 -4.5526 0.024 -0.746 -0.635
H 10.4991 -9.4034 2.9569 0.724 0.166 0.261
O -2.0461 2.0073 0.5881 3.789 -1.993 0.950
H 3.8581 -7.8664 2.8088 -0.176 0.383 -0.807
C 4.7263 -10.8886 6.3194 -1.829 0.867 0.528
O -2.9584 3.8835 0.9867 0.012 1.887 1.058
P 5.6683 -7.5084 4.1664 -1.002 0.016 -1.651
H -7.3438 7.9574 -6.1441 -0.829 0.344 -0.312
H 4.5139 -6.5235 6.6969 -0.134 -0.229 0.501
H 6.5731 -9.4196 5.1261 -0.126 -0.017 0.878
C 10.5621 -8.5423 2.2915 0.360 -0.225 -0.337
P -4.7251 7.6640 -3.5159 0.881 -0.195 -1.293
C -4.7125 8.6249 -6.4200 -0.569 0.954 1.690
H -8.7770 8.7222 -0.5315 -0.286 -0.760 -0.773
H 11.0666 -7.6749 2.7171 -0.093 -0.123 0.339
N 0.0719 1.7222 -4.2894 -3.216 -0.629 -1.042
C 9.1544 -8.2649 1.8721 -1.283 1.071 1.230
H 8.4291 -8.3190 3.8805 0.094 0.259 0.360
N -2.9776 2.7651 0.5050 1.102 0.769 0.250
H -5.2822 9.0359 -1.7704 -0.033 0.140 0.231
C 6.2235 -6.4234 5.4454 0.623 0.464 0.080
C 3.6710 -5.5833 3.0821 0.841 -1.093 -0.354
H -3.6343 8.4931 -6.5105 -0.062 -0.104 0.006
C 3.5945 -11.3730 7.2518 0.940 -0.540 0.462
H 3.3019 -7.3887 4.3003 -0.170 0.415 0.307
H -5.6595 2.5742 -6.3839 -0.671 -0.246 0.069
H -4.9850 9.5897 -6.8480 0.390 0.180 -0.295
H 0.9639 -3.8737 1.8003 0.179 0.139 0.019
H -5.5492 3.2910 -4.0279 0.047 -0.056 0.045
H 5.6038 -5.2462 7.0805 -0.035 0.123 -0.074
C -7.0594 7.9689 -7.1963 1.982 -0.648 0.066
H 8.6799 -9.2336 1.7152 -0.221 0.143 -0.619
C -3.0149 7.9311 -2.9413 -0.049 0.425 -0.275
H -6.3210 4.1162 -6.8782 0.324 0.203 -0.179
C -7.5370 10.3260 -0.6322 -0.132 -0.915 1.444
H 1.6586 -5.4116 3.6092 -0.372 -0.279 0.028
H 4.9867 -11.6584 5.5929 -0.365 0.365 -0.591
H -8.1252 10.8871 -1.3584 0.562 -0.122 -0.429
C 4.3904 -9.4438 5.7607 2.292 -1.076 0.531
C 6.8293 -7.3126 2.7415 0.724 -0.634 0.779
H -6.9827 5.8219 -4.9209 -0.073 0.353 0.254
H -7.3241 8.2625 0.1454 0.708 -0.033 -0.273
C 2.0170 -4.0518 2.0178 0.418 -0.500 -0.243
H 11.1317 -8.7963 1.3975 0.151 -0.322 0.148
C -5.5399 7.6023 -7.1496 -0.936 -0.562 -0.349
C -0.5853 8.1154 -3.5193 0.833 -1.038 0.236
C -4.8974 5.9537 -4.0276 -0.895 -1.022 0.058
C -6.1796 3.8309 -4.7344 -0.137 1.059 1.199
H -6.1947 8.8802 -4.7314 -0.263 0.315 -0.597
H 7.2917 -6.6212 5.5338 0.209 0.170 0.007
C 6.2465 -7.0247 8.0021 0.917 -0.706 -2.086
H 6.7054 -6.2973 2.3648 -0.120 -0.034 -0.090
H 3.3595 -9.2488 5.4651 0.205 -0.635 -0.899
H 5.8232 -7.1192 10.1472 0.333 -0.628 -0.300
C 8.3459 -7.5940 3.0708 -0.386 -0.209 -1.427
H 3.8613 -12.3690 7.6051 0.139 0.012 0.338
Li -2.5622 0.3316 -2.0224 0.384 0.482 -0.111
H -5.4741 6.6049 -6.7150 0.268 -0.054 0.087
H 2.6045 -3.9776 1.1027 -0.253 -0.194 -0.335
H -7.7902 8.4869 -2.9692 0.266 0.601 0.108
C 5.5746 -6.3040 6.8190 0.170 0.320 -0.005
H -2.9295 9.0163 -2.9956 0.086 0.323 -0.209
O -4.5247 -3.4753 -5.3780 -1.833 -0.402 -2.863
H 4.2178 -5.2391 2.2042 0.678 -0.443 0.025
H -8.0287 10.5748 0.3082 -0.113 0.123 0.196
H 5.7817 -5.5640 9.5785 0.246 0.363 -0.760
O -3.9067 2.3710 -0.1289 -4.890 -1.015 -2.919
H 4.4995 -8.7072 6.5567 0.192 -0.273 0.405
O 0.3791 0.8626 -3.5252 1.903 -2.855 3.579
H -4.3876 5.3539 -3.2736 -0.175 0.081 0.729
H 1.8731 -6.2615 2.0845 0.089 0.105 -0.190
H 8.7862 -6.6280 3.3179 0.281 -0.251 0.339
H -4.5973 3.7657 -6.3417 0.024 1.102 0.305
```
Forces are in eV/Å.

Atomic partial charges in e from the Löwdin method, atoms 1 to 5:
1 H 0.11
2 C -0.23
3 H 0.11
4 N -0.73
5 C -0.19

***

A 2-piece molecular cluster, C27H43B2IN4O16P2S2 overall, computed with the ωB97M-V functional and the def2-TZVPD basis.

## Properties
Frontier orbital gap   5.892 eV
Net charge   0
HOMO energy   -8.217 eV
2S+1   1

```
97
Properties=species:S:1:pos:R:3:forces:R:3
O -4.3039 0.8599 -8.5569 -0.213 -0.157 0.343
N 1.9692 -1.3567 0.6875 -2.146 -2.316 0.506
C 3.1488 4.2194 -0.0957 0.395 1.951 -1.007
C 3.6978 0.4960 1.7434 0.517 1.048 0.865
C -4.5600 0.6983 -7.3948 1.849 1.273 -1.248
O -2.2943 4.7527 -1.8340 1.272 -3.581 0.916
C -3.3738 0.0234 1.0159 -0.703 -1.457 -0.403
H 0.5415 0.8677 -1.0631 -0.565 1.008 0.934
O 2.6335 3.0548 0.6383 1.891 -1.680 -0.025
H 1.9517 1.1432 2.8394 0.530 -1.526 -0.334
C -0.4475 -5.2349 2.2927 0.035 1.135 0.214
H 2.4035 -2.9604 -1.4143 -0.168 -0.690 1.391
C -0.2256 -0.1758 1.7316 0.309 1.670 -1.308
H 1.8099 -4.2990 -0.2032 0.859 1.427 -0.294
O -3.8458 1.2050 -6.3863 -0.477 -0.434 0.214
H 0.0123 -2.5735 -2.4577 0.003 -0.626 0.189
C -4.2766 1.8517 -3.1565 -2.227 3.293 0.357
C 3.7365 -2.8949 1.8798 -1.278 0.206 1.671
C 1.3978 -2.2952 4.8029 -2.120 0.241 2.186
H -1.4669 1.6362 3.4694 0.961 -0.564 -0.629
C 2.1106 5.4513 -0.1088 -0.442 -1.491 0.123
O 5.0790 2.1895 -0.0902 -1.866 -1.070 1.351
S -1.6525 -0.7834 4.6733 -0.173 -0.648 0.287
O -4.3984 2.6638 -2.2570 -4.543 -1.909 -7.154
S -2.0401 3.7329 -0.7759 -2.943 5.819 2.019
O -5.6585 -0.0345 -5.5160 0.530 0.276 -0.260
H -1.0527 -5.6655 1.4199 0.962 0.500 1.246
H -0.8860 -4.1747 -0.1953 0.208 1.330 -0.277
C 1.2834 -0.8034 1.8729 1.341 -0.151 1.176
B -4.4917 0.7774 -5.1345 -0.443 0.177 -0.804
H 6.9324 1.1177 -0.3261 -1.716 0.398 -0.045
H -1.7670 -1.2950 -1.0414 0.900 -0.896 1.184
C -0.3543 2.9872 -0.8563 1.907 -1.366 0.550
I -3.8650 -2.8904 0.3392 0.845 -0.212 0.210
O -6.5262 -0.6599 -7.4900 0.349 0.229 0.078
O -2.1239 4.4867 0.5353 0.723 -2.753 -1.615
H 3.5625 -2.3212 2.8569 0.470 -0.726 -1.359
C 2.3955 0.1221 2.5577 -0.389 1.117 1.420
C -0.6314 -3.2551 -0.7930 0.429 0.515 -2.687
O -2.1302 -3.7564 3.5725 2.085 0.339 -1.729
C 5.8481 1.1291 -0.6995 1.121 -1.355 -1.642
C -1.0945 -1.4287 1.1544 -0.811 0.506 0.181
C -0.3571 1.2610 1.0476 0.932 0.815 -0.686
H 0.2097 3.2532 -1.8086 -1.348 -0.380 0.927
H 2.7441 -0.3153 3.5615 -0.528 0.449 -1.380
H -5.3464 0.9808 1.3243 0.364 -1.481 -0.410
C -0.9097 -1.7424 -0.4230 1.320 0.268 0.035
C -0.2892 1.4100 -0.5212 -1.741 0.173 -0.720
O -3.5565 -0.0026 -4.2979 0.057 0.600 0.923
C 2.6643 -2.4418 0.7989 1.143 -1.195 -1.956
H 4.8051 -2.6907 1.5627 -1.410 -0.259 -0.094
P 3.4898 1.6598 0.2855 0.879 -0.217 -3.834
H 5.9982 0.1914 -2.7395 0.070 1.501 0.589
H 1.3564 5.2849 0.7363 1.125 0.570 -1.000
B -1.0172 -3.7399 2.6784 -2.892 -2.750 1.238
H 0.5016 1.8999 1.4803 -1.113 -0.877 -0.492
H -3.8720 2.8138 0.0370 1.000 0.145 -0.695
H 3.3162 3.9011 -1.1835 0.060 0.431 1.646
H 3.6304 -3.9991 2.1724 0.178 1.522 -0.744
C -5.6935 -0.0768 -6.8508 -2.050 -1.392 0.611
H 4.1170 4.5906 0.3851 -1.262 -0.901 -0.712
H 5.0782 1.7723 -2.7791 1.022 -0.543 0.754
H 0.0087 -1.1980 -0.8495 -1.220 -0.819 1.053
O -2.7376 0.2485 -2.2350 0.029 -0.022 0.148
H -5.4408 -0.3008 0.0357 0.595 -0.053 1.399
H 0.2375 3.4881 -0.0107 -1.335 -0.277 -1.241
C 0.7091 -2.1265 2.6355 -1.440 0.574 -0.693
H -5.3713 -0.7482 1.8864 0.448 0.621 -1.183
C -2.6738 -1.3952 1.4055 -1.189 1.713 1.276
O 1.3260 -1.8293 5.8936 1.236 -1.709 -4.005
N -0.4793 -2.4466 2.1182 2.345 -0.361 0.885
H -1.2995 1.8395 1.3587 1.287 -1.183 -0.327
H -1.2611 0.9915 -0.9563 1.391 0.370 0.602
O -4.9005 1.9409 -4.3272 0.822 -0.651 0.443
C 2.5838 -3.4864 -0.4266 1.628 0.413 0.318
H 0.4764 0.8055 4.2807 -0.269 0.099 -1.124
N 1.1990 -2.9318 3.7154 0.322 2.701 0.357
H 1.5175 5.3572 -1.0747 0.732 0.570 1.238
H 6.9408 1.7912 -2.5390 -1.519 -0.698 0.070
O 3.0319 0.9376 -0.9743 0.057 1.305 2.782
H 5.4304 0.0892 -0.4879 0.295 1.453 -0.065
H -2.3826 -4.6777 3.7772 0.192 0.644 -0.175
C -4.9935 -0.0801 1.0527 0.483 1.581 0.346
C -3.4365 0.6305 -3.1464 0.975 -2.031 -0.583
H 4.3386 -0.3544 1.3693 -1.017 0.890 0.264
H -0.6039 -5.8588 3.2377 0.445 0.553 -1.471
H 0.6513 -5.1299 2.0342 -1.234 -0.646 0.166
H -3.1194 0.8413 1.7560 0.175 -1.014 -0.909
H 3.5793 -4.0432 -0.5268 -1.237 0.766 0.216
H 2.6390 6.4581 -0.0147 -0.771 -1.530 -0.169
P -0.6850 0.4186 3.5173 -0.904 0.063 1.127
H 4.3720 1.0693 2.4811 -1.017 -0.771 -0.991
H -3.0018 -1.5792 2.4745 0.979 -0.005 -1.222
N -0.1179 -3.4846 -1.9742 -1.180 0.644 2.346
H -3.0661 0.2210 -0.0510 -0.312 0.424 1.305
C 5.9608 1.2493 -2.3037 0.308 -0.168 0.481
O -3.3500 2.6642 -0.8033 6.827 1.222 6.544
```
Forces are in eV/Å.

Atomic partial charges in e from the Löwdin method, atoms 1 to 5:
1 O 0.16
2 N 0.12
3 C -0.25
4 C -0.20
5 C -0.40

***

- Among the records above, which one has the highest net charge?
  C6H9N2O

***

- Among the records above, which one has the highest 2S+1?
  C16H17F6IN2NiO

***

- Which formula does entry 3 have?
  C32H72LiN3O9P2